The following is a quantum chemistry calculation of a structure of composition C46H120NO20Sr in a non-equilibrium geometry, from the OMol25 dataset.

Atoms and positions in Å:
Sr1 -4.299535 -0.885824 -1.955310
C1 -1.740395 2.234066 0.322951
C2 -0.529148 1.304762 0.016017
C3 0.233221 1.381843 1.403251
C4 1.271859 0.356493 1.715905
C5 0.880224 -1.023067 1.381948
C6 0.291398 -1.207046 -0.071858
N1 -0.800765 -0.162175 -0.214008
O1 -1.765680 -0.384556 -1.330445
C7 -0.224294 -2.676976 -0.107277
C8 1.472574 -1.020466 -1.081397
C9 0.384424 1.958839 -1.057349
H1 -2.392234 1.759991 1.056746
H2 -2.291830 2.257939 -0.616968
H3 -1.388427 3.186089 0.720310
H4 -0.515392 1.237368 2.182229
H5 0.573204 2.412960 1.499722
H6 1.501019 0.457985 2.776697
H7 2.148779 0.740136 1.194435
H8 0.204195 -1.427867 2.135098
H9 1.904711 -1.392714 1.425425
H10 0.419254 -3.374492 0.428844
H11 -0.391791 -2.976638 -1.141797
H12 -1.118511 -2.802699 0.503182
H13 1.736667 -1.992689 -1.497493
H14 2.382973 -0.565872 -0.690741
H15 1.343523 -0.519163 -2.040634
H16 0.515023 3.013789 -0.816259
H17 -0.121431 1.768981 -2.004006
H18 1.360982 1.480950 -1.135168
C10 -0.075756 3.043433 -5.878681
C11 -1.556703 3.379389 -5.832674
C12 -2.377232 2.784648 -7.074249
O2 -2.133488 2.729735 -4.682463
H19 0.233377 1.999625 -5.823860
H20 0.352182 3.528901 -5.001586
H21 0.201605 3.400482 -6.870490
H22 -1.560409 4.464018 -5.940678
H23 -3.467102 2.768402 -7.076025
H24 -1.982038 1.773141 -7.167923
H25 -2.179981 3.314576 -8.006110
H26 -1.713715 3.022934 -3.870416
C13 2.706159 -1.885278 -8.058815
C14 1.743846 -1.978918 -6.923282
C15 2.382342 -1.878861 -5.518085
O3 0.777470 -0.938110 -7.104713
H27 3.255906 -0.951769 -7.938674
H28 2.319243 -1.710223 -9.062677
H29 3.278499 -2.806201 -8.170309
H30 1.277870 -2.961504 -6.997446
H31 3.163518 -1.124623 -5.423287
H32 2.998204 -2.768613 -5.387082
H33 1.718775 -1.622591 -4.692188
H34 0.038448 -1.135437 -7.684813
C16 1.946552 -5.708012 -5.516566
C17 0.585954 -5.675205 -4.716794
C18 -0.020922 -4.409428 -4.140019
O4 -0.476414 -6.131371 -5.544274
H35 2.758451 -5.362109 -4.876831
H36 1.881258 -4.936187 -6.283451
H37 2.061263 -6.657172 -6.040069
H38 0.659592 -6.272098 -3.807734
H39 0.717991 -3.666048 -3.840890
H40 -0.796751 -4.684809 -3.425632
H41 -0.618332 -3.803508 -4.821239
H42 -1.251314 -6.002674 -4.992390
C19 4.772643 -4.380453 -0.915182
C20 3.335135 -4.779860 -0.878140
C21 2.574353 -5.181415 -2.115628
O5 3.242682 -5.887703 -0.044875
H43 5.003860 -3.544471 -1.575315
H44 5.353385 -5.156056 -1.414451
H45 5.118735 -4.186826 0.100116
H46 2.820073 -3.963252 -0.372224
H47 2.460171 -4.317630 -2.770569
H48 1.624264 -5.488116 -1.678173
H49 2.995165 -5.967063 -2.743144
H50 3.980709 -6.477834 -0.214142
C22 -6.256274 1.589587 4.893954
C23 -5.227040 1.722756 3.811689
C24 -3.960009 0.860918 3.925984
O6 -5.896371 1.454202 2.603557
H51 -5.949834 2.124307 5.792994
H52 -6.403290 0.558941 5.216858
H53 -7.226145 2.003337 4.617789
H54 -4.986561 2.782726 3.729675
H55 -4.081044 -0.212078 4.074814
H56 -3.423579 1.181621 4.819002
H57 -3.301732 0.876390 3.057346
H58 -6.551445 2.149495 2.508429
C25 5.235356 -0.647459 0.352171
C26 6.064813 0.338012 1.142823
C27 5.791695 0.259430 2.660065
O7 7.348549 -0.087738 0.948717
H59 4.275772 -0.760172 0.856744
H60 5.494032 -1.703314 0.431882
H61 4.963355 -0.302250 -0.645305
H62 5.819099 1.355222 0.837871
H63 6.540250 0.839906 3.199352
H64 5.965985 -0.729755 3.083434
H65 4.767812 0.429729 2.992870
H66 7.783219 0.559904 1.508387
C28 -3.723476 5.048368 2.433224
C29 -2.734165 5.825874 3.236404
C30 -1.725070 5.166548 4.085876
O8 -2.029837 6.474613 2.289799
H67 -3.274029 4.464464 1.630004
H68 -4.421095 5.753652 1.981558
H69 -4.167764 4.410719 3.197494
H70 -3.200077 6.676813 3.733347
H71 -1.373917 4.270734 3.573716
H72 -2.309340 4.959199 4.982389
H73 -0.904126 5.800115 4.421673
H74 -1.847188 5.857232 1.577697
C31 3.554337 3.779646 1.410946
C32 4.366962 5.038432 1.616662
C33 5.810362 4.697790 2.069586
O9 4.494398 5.804751 0.417187
H75 3.999505 3.291321 0.544082
H76 2.538784 4.027046 1.101850
H77 3.490841 3.228795 2.349370
H78 3.817314 5.667637 2.316721
H79 6.164133 3.823641 1.522953
H80 5.971135 4.412478 3.109220
H81 6.425728 5.595611 2.011776
H82 5.089512 5.299690 -0.141699
C34 2.148372 3.079583 7.044282
C35 1.931988 3.643712 5.708389
C36 3.117536 4.539229 5.289827
O10 1.708579 2.594313 4.757642
H83 3.148015 2.645083 7.042702
H84 1.407470 2.306235 7.247034
H85 2.186106 3.793796 7.866826
H86 1.046437 4.278894 5.687172
H87 3.132630 5.348266 6.020126
H88 2.868089 5.033278 4.350788
H89 4.070722 4.012577 5.243385
H90 0.961612 2.700841 4.164109
C37 -2.518705 -0.737218 -4.686998
C38 -3.308513 -2.052650 -4.800486
O11 -3.542476 -2.613018 -3.553398
O12 -3.291368 0.321368 -4.171943
H91 -2.355978 -0.532729 -5.745202
H92 -1.688213 -0.815496 -3.985377
H93 -2.755276 -2.691484 -5.488908
H94 -4.198370 -1.792113 -5.373532
H95 -3.499725 -3.571991 -3.565578
H96 -3.248430 1.110911 -4.716352
C39 -1.762704 -2.827306 4.440605
C40 -1.496469 -3.780735 5.623747
O13 -0.513716 -4.769874 5.225918
O14 -2.755089 -1.927818 4.959680
H97 -2.113880 -3.397875 3.580816
H98 -0.873318 -2.318471 4.068864
H99 -2.377395 -4.275611 6.032625
H100 -1.196265 -3.233370 6.517260
H101 0.169888 -4.343939 4.703555
H102 -3.629213 -2.323660 4.931207
C41 -4.276506 -1.737040 1.338576
C42 -4.839818 -2.999078 0.663236
O15 -4.150042 -3.128468 -0.572014
O16 -4.973341 -0.689484 0.709231
H103 -3.190980 -1.687131 1.423706
H104 -4.558884 -1.603408 2.382849
H105 -5.920158 -2.965111 0.522474
H106 -4.755786 -3.914990 1.248158
H107 -3.830226 -4.013329 -0.762601
H108 -5.091465 -0.044981 1.410844
C43 2.998846 -4.425471 3.784468
C44 3.628894 -3.031149 3.888258
O17 3.772201 -2.509657 2.636166
O18 1.612925 -4.199599 3.564804
H109 2.927696 -4.878279 4.773406
H110 3.330719 -5.258448 3.164715
H111 4.698312 -3.127389 4.075803
H112 3.189519 -2.220605 4.469701
H113 2.918933 -2.539265 2.197236
H114 1.385031 -4.351678 2.644735
C45 -5.989636 2.246874 -1.410167
C46 -5.902924 3.739555 -1.869795
O19 -5.052353 4.470769 -1.019394
O20 -4.827710 1.535125 -1.218315
H115 -6.728556 1.775733 -2.058317
H116 -6.645036 2.254114 -0.539249
H117 -6.886647 4.173940 -2.047816
H118 -5.507332 3.702353 -2.884793
H119 -5.640447 5.065821 -0.548577
H120 -4.441227 1.990869 -0.466962

Atoms 1-3, force components in eV/Å:
Sr 0.885 0.908 0.804
C -0.236 -2.064 -1.365
C 1.869 0.516 2.627

Properties
E_LUMO (alpha / beta), eV: -5.16 / -6.32
Charge: +2
Spin multiplicity: 2
⟨S²⟩: 0.756
Frontier orbital gap (alpha / beta), hartree: 0.290 / 0.247